Below is a cluster of 2 separate species, C29H12BF15 in total at a distorted geometry, with properties calculated with wB97M-V/def2-TZVPD.

Geometry as XYZ:
```
57
C29H12BF15 (wB97M-V/def2-TZVPD)
C -0.91 -1.28 3.67
C -2.36 -1.82 3.59
C -2.25 -3.07 2.75
C -1.00 -3.27 2.28
C -0.18 -2.03 2.54
C 1.32 -2.10 2.62
C 1.98 -3.12 1.93
C 3.37 -3.19 1.92
C 4.12 -2.22 2.60
C 3.47 -1.18 3.26
C 2.07 -1.12 3.28
H -0.85 -0.19 3.53
H -0.46 -1.56 4.63
H -2.77 -1.99 4.58
H -3.01 -1.05 3.14
H -3.12 -3.69 2.54
H -0.58 -4.11 1.74
H 1.39 -3.88 1.40
H 3.87 -3.99 1.36
H 5.21 -2.26 2.59
H 4.03 -0.38 3.75
H 1.54 -0.32 3.80
F 0.78 5.92 1.49
C 0.39 4.84 0.78
C -0.88 4.82 0.20
F -1.76 5.81 0.47
C -1.22 3.78 -0.65
F -2.51 3.68 -1.07
C -0.29 2.77 -1.00
B -0.49 1.78 -2.16
C -1.87 1.15 -2.47
C -2.62 0.55 -1.45
F -2.12 0.46 -0.18
C -3.84 -0.07 -1.70
F -4.52 -0.67 -0.71
C -4.35 -0.05 -3.00
F -5.54 -0.63 -3.26
C -3.61 0.50 -4.05
F -4.11 0.47 -5.30
C -2.37 1.07 -3.77
F -1.62 1.52 -4.81
C 0.73 0.95 -2.62
C 0.75 -0.43 -2.39
F -0.17 -1.00 -1.56
C 1.76 -1.24 -2.88
F 1.74 -2.57 -2.64
C 2.80 -0.66 -3.60
F 3.76 -1.44 -4.15
C 2.89 0.73 -3.72
F 3.96 1.27 -4.34
C 1.87 1.52 -3.21
F 2.01 2.87 -3.25
H -0.37 -1.43 1.66
C 0.85 2.69 -0.17
F 1.52 1.51 -0.05
C 1.22 3.72 0.68
F 2.35 3.64 1.41
```

Computed properties:
E_LUMO: -1.85 eV
frontier orbital gap: 0.25464 hartree
HOMO: -8.78 eV
SMILES string: Fc1c(F)c(F)c(B(c2c(F)c(F)c(F)c(F)c2F)c2c(F)c(F)c(F)c(F)c2F)c(F)c1F.C1=C[C@H](c2ccccc2)CC1

---

Below is a structure of composition C29H13ClF15FeGeNO8SSe2 at a distorted geometry, with properties calculated with wB97M-V/def2-TZVPD.

Geometry as XYZ:
```
72
C29H13ClF15FeGeNO8SSe2 (wB97M-V/def2-TZVPD)
Fe 12.51 10.13 12.50
O 9.86 12.82 14.17
C 10.42 11.94 13.53
O 11.68 11.60 13.63
C 9.73 11.13 12.48
C 8.39 11.04 12.24
C 8.07 10.44 10.99
C 9.01 10.03 10.08
C 10.31 9.97 10.57
N 10.64 10.41 11.76
C 11.54 9.34 9.90
O 11.63 9.02 8.71
O 12.57 9.13 10.72
H 7.66 11.45 12.94
H 7.02 10.32 10.83
H 8.83 9.75 9.02
C 16.36 10.64 7.49
Se 14.53 10.26 8.16
C 13.45 11.52 7.05
C 13.20 12.88 7.62
Se 11.86 12.85 9.17
C 11.23 14.73 8.89
H 16.70 9.69 7.05
H 16.95 10.88 8.37
H 16.44 11.43 6.76
H 12.45 10.94 7.03
H 13.81 11.53 6.03
H 12.93 13.59 6.86
H 14.12 13.25 8.15
H 11.02 14.95 7.88
H 12.05 15.36 9.28
H 10.27 14.79 9.46
F 13.76 11.53 15.27
C 14.86 10.94 15.82
C 16.10 10.83 15.19
C 17.22 10.44 15.88
F 18.44 10.42 15.28
C 17.16 10.16 17.25
F 18.32 10.08 17.93
C 15.95 10.13 17.92
F 15.83 9.85 19.22
C 14.82 10.49 17.16
F 13.65 10.64 17.86
Ge 16.37 10.91 13.21
S 14.65 11.09 11.81
C 17.27 12.65 12.84
C 17.23 13.69 13.75
F 16.15 13.73 14.65
C 18.20 14.66 13.75
F 18.13 15.65 14.67
C 19.15 14.81 12.68
F 20.02 15.80 12.60
C 18.97 13.90 11.62
F 19.62 14.13 10.45
C 18.02 12.85 11.68
F 17.92 12.03 10.64
C 17.31 9.14 12.83
C 18.64 9.09 12.42
F 19.29 10.22 12.11
C 19.36 7.87 12.36
F 20.72 7.86 12.32
C 18.69 6.64 12.49
F 19.38 5.47 12.31
C 17.32 6.70 12.73
F 16.67 5.56 12.98
C 16.68 7.92 13.02
F 15.42 7.87 13.59
O 11.13 7.65 13.53
Cl 11.80 8.14 14.70
O 12.23 7.08 15.59
O 11.08 9.13 15.41
O 13.04 8.82 14.16
```

Computed properties:
E_LUMO (alpha / beta): 3.71 / 3.71 eV
expectation value of S²: 6.01
spin multiplicity: 5
charge: -2
frontier orbital gap (alpha / beta): 0.23619 / 0.22022 hartree
HOMO (alpha / beta): -2.71 / -2.28 eV

---

Below is a structure of composition C29H17Cl5NOPdS, with properties calculated with wB97M-V/def2-TZVPD.

Geometry as XYZ:
```
55
C29H17Cl5NOPdS (wB97M-V/def2-TZVPD)
Pd -0.64 -1.23 0.21
Cl -1.22 2.00 0.12
C 0.02 1.41 -0.94
C 0.35 0.06 -0.91
C 1.40 -0.35 -1.73
Cl 1.91 -2.00 -1.71
C 2.06 0.54 -2.58
Cl 3.35 0.00 -3.60
C 1.68 1.88 -2.61
Cl 2.48 2.99 -3.67
C 0.66 2.32 -1.78
Cl 0.20 3.99 -1.80
N -1.39 -2.17 -1.36
C -2.00 -1.76 -2.38
C -2.47 -2.75 -3.42
C -3.48 -2.44 -4.33
C -3.92 -3.38 -5.25
C -3.33 -4.64 -5.29
C -2.31 -4.95 -4.40
C -1.89 -4.01 -3.47
C -2.29 -0.32 -2.68
C -3.19 0.39 -1.91
C -3.48 1.72 -2.20
C -2.83 2.35 -3.26
C -1.91 1.65 -4.02
C -1.66 0.32 -3.75
H -3.94 -1.46 -4.31
H -4.71 -3.13 -5.94
H -3.66 -5.37 -6.02
H -1.84 -5.92 -4.43
H -1.10 -4.23 -2.76
H -3.67 -0.10 -1.07
H -4.19 2.26 -1.59
H -3.04 3.40 -3.47
H -1.39 2.15 -4.84
H -0.95 -0.24 -4.36
C 5.26 1.22 6.56
C 4.74 1.97 7.76
O 5.47 2.39 8.63
S 2.99 2.29 7.92
C 2.27 1.60 6.46
C 2.20 2.35 5.28
C 1.65 1.80 4.14
C 1.14 0.49 4.14
C 1.19 -0.24 5.33
C 1.75 0.31 6.47
C 0.58 -0.06 2.95
C 0.12 -0.51 1.91
H 6.14 0.66 6.87
H 5.58 1.95 5.81
H 4.52 0.57 6.10
H 2.59 3.36 5.27
H 1.60 2.38 3.23
H 0.80 -1.24 5.34
H 1.79 -0.27 7.39
```

Computed properties:
E_LUMO: 2.37 eV
charge: -1
frontier orbital gap: 0.27359 hartree
HOMO: -5.08 eV

---

Below is a structure of composition C29H17ClN5O6SeYb at a distorted geometry, with properties calculated with wB97M-V/def2-TZVPD.

Geometry as XYZ:
```
60
C29H17ClN5O6SeYb (wB97M-V/def2-TZVPD)
Yb 0.13 -0.09 -0.43
Cl 3.60 -2.28 6.24
C 2.73 -1.59 4.92
C 2.25 -0.28 5.02
C 1.51 0.26 3.99
C 1.26 -0.49 2.85
O 0.40 -0.08 1.91
C 1.83 -1.76 2.69
C 1.83 -2.49 1.44
N 1.55 -2.04 0.27
C 1.90 -2.86 -0.83
C 3.00 -3.69 -0.83
C 3.31 -4.50 -1.94
C 2.54 -4.46 -3.06
C 1.43 -3.59 -3.13
C 0.62 -3.48 -4.28
C -0.42 -2.59 -4.29
C -0.65 -1.81 -3.15
N 0.08 -1.89 -2.05
C 1.11 -2.77 -2.02
C 2.52 -2.32 3.77
H 2.44 0.29 5.92
H 1.11 1.27 4.06
H 2.21 -3.51 1.53
H 3.66 -3.70 0.02
H 4.18 -5.14 -1.89
H 2.77 -5.08 -3.92
H 0.85 -4.09 -5.14
H -1.05 -2.47 -5.15
H -1.45 -1.09 -3.14
H 2.93 -3.32 3.69
O -4.14 4.21 -1.88
C -3.33 3.16 -1.68
C -3.58 2.19 -0.70
C -2.67 1.17 -0.56
N -1.58 1.09 -1.31
C -1.33 2.01 -2.25
C -2.19 3.06 -2.48
C 0.01 1.74 -2.95
O 0.28 2.30 -3.99
O 0.74 0.89 -2.29
C -2.75 0.04 0.48
O -3.70 0.00 1.24
O -1.74 -0.76 0.40
H -4.88 4.18 -1.25
H -4.44 2.24 -0.05
H -1.97 3.80 -3.24
Se 2.01 2.64 -0.67
N 0.68 1.23 1.30
C -0.32 2.12 1.50
C -1.36 1.96 2.44
C -2.29 2.95 2.63
C -2.24 4.14 1.89
C -1.24 4.32 0.97
C -0.25 3.34 0.74
N 0.70 3.64 -0.19
H -1.41 1.04 3.01
H -3.09 2.80 3.35
H -2.98 4.91 2.06
H -1.17 5.23 0.39
```

Computed properties:
E_LUMO (alpha / beta): -1.37 / -1.37 eV
expectation value of S²: 0.75
spin multiplicity: 2
frontier orbital gap (alpha / beta): 0.20416 / 0.20416 hartree
HOMO (alpha / beta): -6.92 / -6.92 eV

---

Below is a structure of composition C29H18ClHfIN5O11S at a distorted geometry, with properties calculated with wB97M-V/def2-TZVPD.

Geometry as XYZ:
```
67
C29H18ClHfIN5O11S (wB97M-V/def2-TZVPD)
Hf -0.02 -0.52 0.17
O -4.55 1.66 2.96
C -3.47 2.23 3.45
O -3.55 3.12 4.27
C -2.14 1.71 3.01
C -0.93 2.18 3.53
Cl -0.79 3.46 4.63
N 0.11 1.51 2.95
N -0.40 0.60 2.08
C -1.77 0.74 2.07
C -2.58 0.00 1.09
O -3.81 -0.05 1.17
O -1.93 -0.62 0.15
C 1.46 1.65 3.11
C 2.08 2.44 4.08
C 3.43 2.70 4.03
C 4.21 2.26 2.93
C 3.70 1.44 2.00
C 2.32 0.86 2.16
H -4.35 0.98 2.25
H 1.50 2.88 4.87
H 3.88 3.29 4.81
H 5.24 2.60 2.85
H 4.26 1.09 1.15
H 1.83 0.84 1.16
C -0.10 -1.20 -3.34
C -0.63 -2.38 -2.58
C -1.22 -3.43 -3.31
C -1.82 -4.46 -2.65
C -1.79 -4.48 -1.24
C -2.41 -5.50 -0.50
C -2.36 -5.50 0.87
C -1.62 -4.53 1.53
C -0.96 -3.52 0.84
S 0.06 -2.45 1.73
C -1.08 -3.44 -0.58
N -0.54 -2.39 -1.26
H -0.37 -1.28 -4.39
H 0.99 -1.15 -3.26
H -0.53 -0.28 -2.94
H -1.21 -3.38 -4.39
H -2.33 -5.25 -3.19
H -2.94 -6.28 -1.04
H -2.87 -6.26 1.44
H -1.53 -4.55 2.61
O 3.55 0.45 -1.33
C 2.35 0.32 -1.36
O 1.69 -0.63 -0.73
C 1.48 1.25 -2.18
C 1.88 1.67 -3.43
C 1.02 2.47 -4.20
C -0.23 2.83 -3.72
C -0.62 2.46 -2.44
C 0.25 1.68 -1.62
O -0.06 1.36 -0.41
N -1.92 2.81 -1.98
O -2.70 3.26 -2.81
O -2.20 2.62 -0.81
N 1.44 2.92 -5.49
O 2.54 2.58 -5.89
O 0.67 3.63 -6.12
H 2.83 1.37 -3.84
H -0.90 3.42 -4.34
I 3.82 -1.00 4.14
C 2.41 -0.62 2.57
H 1.47 -0.97 2.97
H 2.74 -1.25 1.74
```

Computed properties:
E_LUMO (alpha / beta): 0.91 / 0.91 eV
charge: -1
frontier orbital gap (alpha / beta): 0.15734 / 0.15737 hartree
HOMO (alpha / beta): -3.37 / -3.38 eV

---

Below is a structure of composition C29H18ClN4O6Tc at a distorted geometry, with properties calculated with wB97M-V/def2-TZVPD.

Geometry as XYZ:
```
59
C29H18ClN4O6Tc (wB97M-V/def2-TZVPD)
Tc -0.08 0.59 0.27
O 3.08 -4.09 4.22
C 2.00 -4.19 3.72
O 1.12 -5.15 3.86
C 1.48 -3.09 2.78
C 0.24 -3.16 2.15
C -0.15 -2.11 1.35
N 0.66 -1.05 1.18
C 1.84 -0.96 1.79
C 2.29 -1.98 2.60
C 2.56 0.32 1.53
C 3.85 0.56 1.96
C 4.45 1.77 1.64
C 3.74 2.71 0.90
C 2.45 2.40 0.51
N 1.87 1.24 0.83
C -1.46 -1.98 0.64
C -2.40 -3.00 0.58
C -3.57 -2.79 -0.12
C -3.78 -1.57 -0.75
C -2.81 -0.60 -0.65
N -1.68 -0.79 0.03
H -0.38 -4.02 2.32
H 3.23 -1.97 3.13
H 4.39 -0.18 2.52
H 5.46 1.98 1.97
H 4.18 3.66 0.63
H 1.86 3.10 -0.06
H -2.21 -3.94 1.07
H -4.31 -3.57 -0.18
H -4.68 -1.38 -1.32
H -2.92 0.37 -1.12
O 0.67 0.83 -3.71
C 0.32 0.98 -2.57
O 0.56 0.17 -1.56
C -0.43 2.24 -2.14
C -0.75 3.24 -3.03
C -1.43 4.35 -2.55
C -1.74 4.42 -1.20
C -1.39 3.38 -0.37
N -0.75 2.30 -0.84
H -0.47 3.13 -4.07
H -1.70 5.16 -3.22
H -2.26 5.28 -0.79
H -1.59 3.38 0.69
Cl -6.24 2.29 5.78
C -4.77 1.88 4.99
C -3.79 1.19 5.69
C -2.61 0.85 5.04
C -2.40 1.21 3.71
C -3.40 1.89 3.03
C -4.59 2.23 3.66
C -1.12 0.81 3.07
O -0.34 0.02 3.57
O -0.92 1.35 1.87
H -3.95 0.93 6.72
H -1.83 0.32 5.57
H -3.25 2.16 1.99
H -5.37 2.76 3.13
```

Computed properties:
E_LUMO (alpha / beta): -4.02 / -6.17 eV
expectation value of S²: 3.77
spin multiplicity: 4
charge: +1
frontier orbital gap (alpha / beta): 0.26780 / 0.17924 hartree
HOMO (alpha / beta): -11.31 / -11.05 eV

---

Below is a structure of composition C29H19BrF11N6O11S2Sm at a distorted geometry, with properties calculated with wB97M-V/def2-TZVPD.

Geometry as XYZ:
```
80
C29H19BrF11N6O11S2Sm (wB97M-V/def2-TZVPD)
Sm -0.26 -0.15 1.01
C -2.06 -2.21 -3.26
O -2.95 -1.53 -2.37
C -2.38 -1.05 -1.29
O -1.19 -1.09 -1.02
N -3.27 -0.46 -0.48
N -2.84 -0.06 0.81
H -2.73 -2.62 -3.99
H -1.52 -3.00 -2.81
H -1.36 -1.57 -3.74
H -4.21 -0.31 -0.70
H -3.14 -0.68 1.57
H -3.16 0.93 1.00
O 2.00 5.71 -3.74
C 2.05 4.52 -4.33
O 2.13 4.44 -5.52
C 2.11 3.31 -3.40
C 1.94 2.06 -3.92
C 1.82 0.89 -3.15
C 1.71 1.03 -1.80
C 1.96 2.31 -1.26
C 2.21 3.41 -2.04
N 1.57 -0.09 -0.88
C 2.38 -1.06 -1.06
C 2.56 -2.16 -0.13
C 3.49 -3.15 -0.32
C 3.79 -4.08 0.66
C 3.13 -3.94 1.87
C 2.16 -3.00 1.97
N 1.82 -2.12 1.02
H 1.93 5.64 -2.78
H 1.83 1.98 -5.00
H 1.65 -0.07 -3.57
H 1.94 2.49 -0.22
H 2.37 4.37 -1.57
H 3.08 -1.03 -1.87
H 4.16 -3.24 -1.16
H 4.62 -4.77 0.50
H 3.28 -4.68 2.71
H 1.57 -2.87 2.89
F 4.00 -0.02 4.03
C 3.27 1.05 4.22
F 3.85 2.12 3.68
F 3.09 1.19 5.55
S 1.63 0.71 3.44
O 1.76 0.89 1.98
O 1.28 -0.61 3.85
N 0.79 1.87 4.14
S -0.77 1.95 3.91
O -1.23 3.28 4.09
O -1.19 1.13 2.77
C -1.51 0.98 5.30
F -2.84 0.82 5.14
F -0.92 -0.17 5.29
F -1.29 1.64 6.44
F -2.58 -7.27 1.14
C -2.26 -5.98 1.49
C -1.42 -5.34 0.54
F -1.16 -6.05 -0.59
C -1.06 -4.03 0.68
F -0.25 -3.50 -0.28
C -1.47 -3.23 1.76
O -1.11 -2.01 1.97
C -2.41 -3.84 2.62
F -2.94 -3.13 3.58
C -2.74 -5.21 2.48
F -3.45 -5.83 3.46
Br -1.44 2.58 -5.66
C -1.47 3.42 -4.00
C -1.49 4.78 -3.98
N -1.62 5.46 -2.82
C -1.72 4.81 -1.70
C -1.62 3.43 -1.59
C -1.52 2.74 -2.81
C -1.77 2.55 -0.38
O -2.83 2.65 0.26
O -0.82 1.73 -0.15
H -1.47 5.39 -4.83
H -1.86 5.35 -0.81
H -1.60 1.65 -2.87
```

Computed properties:
E_LUMO (alpha / beta): -1.39 / -1.40 eV
expectation value of S²: 8.76
spin multiplicity: 6
frontier orbital gap (alpha / beta): 0.25950 / 0.25979 hartree
HOMO (alpha / beta): -8.45 / -8.47 eV